The following is a DFT calculation (wB97M-V/def2-TZVPD) of a cluster of 3 separate species, C24H37BBrClF3N2O8Si in total.

```
! RIJCOSX wB97M-V def2-TZVPD def2/J DEFGRID3
* xyz -1 1
C 2.21 2.97 3.41
C 1.33 1.80 2.60
C 0.20 2.48 1.64
Br -1.16 3.32 2.92
C -0.66 1.47 0.70
C -0.90 2.42 -0.65
N -1.83 3.60 -0.40
O -1.94 1.01 1.26
B -2.55 -0.08 0.42
F -2.88 -1.21 1.32
C -3.78 0.46 -0.59
N -5.08 -0.02 0.06
O -1.35 -0.50 -0.38
C -0.05 0.08 0.11
Cl 0.91 0.12 -1.52
C 0.48 -1.12 1.08
F -0.10 -2.40 0.52
F -0.03 -1.06 2.48
C 2.13 -1.37 1.01
C 2.54 -2.58 -0.04
Si 4.45 -2.59 -0.47
C 4.84 -3.53 -2.12
C 5.41 -3.58 0.93
C 5.23 -0.79 -0.41
C 6.50 -0.43 0.56
C 7.09 1.14 0.62
C 6.44 2.36 -0.26
C 5.19 2.01 -1.27
C 4.61 0.47 -1.32
H 2.96 3.46 2.66
H 1.54 3.72 4.00
H 2.84 2.37 4.23
H 2.11 1.26 1.92
H 0.86 1.14 3.44
H 0.69 3.39 1.07
H -1.35 1.83 -1.56
H 0.15 2.89 -0.99
H -2.64 3.30 0.20
H -2.25 3.88 -1.32
H -3.84 1.62 -0.67
H -3.65 0.06 -1.70
H -5.03 0.29 1.07
H -5.10 -1.08 -0.01
H 2.68 -0.41 0.64
H 2.48 -1.71 2.08
H 1.97 -2.52 -1.07
H 2.29 -3.63 0.45
H 4.65 -4.69 -1.92
H 4.12 -3.20 -2.98
H 5.99 -3.46 -2.43
H 5.36 -2.97 1.93
H 5.02 -4.69 1.01
H 6.52 -3.63 0.56
H 6.97 -1.28 1.23
H 8.00 1.29 1.36
H 6.83 3.46 -0.20
H 4.67 2.84 -1.92
H 3.70 0.28 -2.04
C -4.38 2.94 -5.40
C -4.90 2.81 -4.01
O -3.73 2.92 -3.22
C -2.81 3.60 -3.96
O -1.75 4.02 -3.53
O -3.23 3.75 -5.25
H -5.11 3.42 -6.07
H -4.09 1.98 -5.83
H -5.59 3.62 -3.73
H -5.39 1.85 -3.84
C -5.08 -3.08 2.07
C -4.91 -4.13 3.12
O -6.13 -4.84 3.06
C -6.65 -4.65 1.81
O -7.61 -5.25 1.36
O -5.95 -3.69 1.14
H -4.13 -2.81 1.59
H -5.55 -2.17 2.46
H -4.09 -4.82 2.89
H -4.76 -3.71 4.11
*
```

Output
- Gap between HOMO and LUMO: 6.9 eV
- Electronic energy: -5296.0641 Eh
- HOMO level: -5.10 eV